Entry 1:
Below is C35H36Cl2GeNOsP2Te as an isolated structure, with properties calculated with ωB97M-V with the def2-TZVPD basis set.

CARTESIAN COORDINATES (ANGSTROEM)
C (0.7843, 0.8294, -2.4344)
C (-1.6479, -1.5363, 0.0061)
C (-0.0539, -4.9615, 0.6591)
C (1.1528, -2.9230, 1.1366)
H (-4.9197, 1.9429, 1.6655)
Os (0.3726, 1.3484, 1.0981)
H (1.6897, -2.2530, -1.9771)
C (-1.6768, 1.8124, 1.2352)
C (-0.7909, -4.8068, 1.8256)
C (-2.6135, 2.7546, 4.1128)
C (4.8204, -3.1638, -2.8645)
H (-4.5966, 0.2173, 1.4589)
C (-2.2642, 4.3001, 0.4270)
C (-4.5632, 1.0444, 2.1701)
C (3.3696, -2.3228, -0.6294)
C (0.9196, -4.0314, 0.3218)
Te (3.0237, 1.4324, 0.1800)
C (2.2285, 1.2373, -4.3116)
H (6.5022, -3.2662, -1.5386)
C (-0.5537, -3.7149, 2.6473)
C (-2.5897, -2.5376, -0.1422)
Cl (1.1270, 1.4162, 3.2952)
H (-1.5773, 2.9087, 4.4208)
C (0.3932, 4.1248, -0.4604)
H (-0.2205, -5.8177, 0.0182)
H (-0.2674, 5.7416, -1.6554)
C (1.7549, 5.0265, 2.4621)
C (4.7264, -2.6157, -0.5267)
C (-0.8469, -1.1773, -1.0752)
H (-1.0685, -0.3623, 3.8541)
H (-5.2484, 0.8173, 2.9871)
N (-1.8638, 5.1030, -0.4833)
C (0.4070, -2.7792, 2.3031)
C (2.7496, -2.4530, -1.8722)
H (5.2224, -2.5120, 0.4311)
H (1.5045, -4.1889, -0.5734)
H (-3.3032, 4.3793, 0.7459)
C (1.9812, 0.5989, -3.1037)
H (-1.2206, 3.7761, 2.1127)
H (5.3803, -3.4928, -3.7302)
H (-1.5269, -1.0377, 0.9654)
H (1.4737, 2.5825, -5.8000)
H (-2.0932, -3.2701, -3.4151)
C (-0.1683, 1.6913, -2.9820)
H (2.9685, -2.9740, -3.9381)
H (-1.1018, 1.8752, -2.4592)
Cl (3.1144, 5.0551, 1.4476)
H (0.5912, -1.9389, 2.9594)
H (3.1609, 1.0578, -4.8303)
H (1.5864, 4.1331, 3.0411)
H (-2.6237, -0.3898, 4.6937)
H (-3.1857, 2.4921, 5.0040)
C (-1.0098, -1.7928, -2.3118)
P (0.3706, 0.1120, -0.8374)
H (2.7144, -0.0907, -2.6985)
H (1.2438, 5.9627, 2.6108)
C (1.7245, -0.2233, 0.2763)
C (-2.1479, -0.3506, 3.7122)
H (-1.1060, -3.6083, 3.5742)
C (-1.9639, -2.7892, -2.4546)
C (0.0778, 2.3151, -4.1931)
C (3.4659, -2.8702, -2.9816)
C (-2.7476, -3.1642, -1.3735)
H (-3.0126, 3.6947, 3.7294)
H (-1.5339, -5.5429, 2.1041)
C (-1.3649, 3.3276, 1.1101)
C (-0.0349, 3.1738, 0.4935)
H (-3.2000, -2.8262, 0.7034)
H (1.3681, 4.0910, -0.9275)
H (-3.4894, -3.9429, -1.4923)
H (-2.2396, 1.5039, 0.3481)
H (-2.4515, -1.2360, 3.1533)
C (5.4491, -3.0380, -1.6367)
H (-0.6641, 2.9780, -4.6182)
C (-0.5346, 5.0246, -0.8868)
P (2.5353, -1.7489, 0.8975)
H (-0.4051, -1.5018, -3.1636)
C (1.2801, 2.0913, -4.8556)
Ge (-2.7424, 1.2794, 2.8352)

Energy relative to the best compared isomer or geometry (same formula, charge and spin)   0.000 eV
E_LUMO (spin up / spin down)   -4.032 / -5.296 eV
Total charge   +1
HOMO level (spin up / spin down)   -10.3 / -10.8 eV
<S²>   6.027
Frontier orbital gap (spin up / spin down)   6.308 / 5.512 eV
E   -5448.38633 Ha
Multiplicity   5


Entry 2:
Below is C35H36CuN5P2S as an isolated structure, with properties calculated with ωB97M-V with the def2-TZVPD basis set.

CARTESIAN COORDINATES (ANGSTROEM)
C (-2.1204, 3.5175, -0.4052)
P (1.4615, 0.0608, -0.4267)
H (-6.0153, -0.7687, 1.1673)
N (-2.1824, 2.2374, -0.3470)
H (2.0703, 2.7596, -1.6929)
C (0.7451, -4.7690, 1.2883)
C (-0.6283, 5.3785, -1.1889)
N (0.1417, 3.1246, -1.0893)
H (0.2235, -0.7269, 2.1668)
H (0.8765, -4.4818, -2.0832)
C (1.4569, 1.8434, 1.6579)
C (-1.5797, -1.0800, 3.2729)
C (4.1626, 1.7269, 2.2204)
H (-2.9377, 5.3753, 0.2944)
C (1.3204, 3.5247, -1.5620)
C (2.7658, -0.8318, -4.1428)
C (2.0650, -0.7564, -2.9510)
H (-3.8848, 4.5694, -0.9650)
C (-3.0342, -2.7801, 2.4035)
C (-6.5639, 0.9215, -0.0659)
H (-1.4252, 6.0907, -1.0395)
C (3.3285, 2.5209, 2.9955)
C (3.6564, 0.8400, -2.1108)
C (0.9857, -4.9230, -1.0988)
C (1.4655, -6.2196, -0.9709)
H (4.0137, 1.5018, -1.3332)
H (5.2498, 1.3582, -3.4465)
N (1.4532, -1.5244, 0.1132)
C (2.2824, 1.0440, 0.8627)
C (-0.9928, -2.2328, 1.2356)
H (4.3241, 0.3936, 0.5715)
H (-6.0927, 1.8027, -0.4996)
C (1.9723, 2.5785, 2.7146)
C (0.6315, -4.1823, 0.0271)
S (-2.1851, -0.3334, -1.4617)
H (-1.3403, -0.3439, 4.0298)
H (0.3898, 1.8831, 1.4646)
H (-3.9351, -3.3752, 2.4824)
P (0.0176, -2.4900, -0.2653)
H (3.7360, 3.0877, 3.8219)
Cu (-0.5473, 1.1753, -0.8160)
C (-0.7039, -1.2879, 2.2117)
C (1.5802, -6.7896, 0.2875)
H (1.3153, 3.1904, 3.3178)
C (-0.8281, 4.0397, -0.8952)
C (1.5941, 4.8439, -1.8789)
N (-3.3452, 1.6423, 0.0345)
C (3.6470, 0.9937, 1.1638)
H (2.6615, -3.0057, 0.9952)
N (-4.4343, -0.3571, -0.0811)
H (5.2204, 1.6751, 2.4405)
H (1.1663, -1.3502, -2.8163)
C (4.3553, 0.7652, -3.3092)
H (4.4629, -0.1299, -5.2526)
H (-4.4686, -1.2793, -0.4816)
H (2.5660, 5.1175, -2.2625)
H (1.9457, -7.8027, 0.3909)
C (-3.3870, 0.4023, -0.4113)
C (0.5980, 5.7838, -1.6911)
H (-6.9944, 0.3250, -0.8704)
H (-7.3744, 1.2480, 0.5860)
C (-2.1726, -2.9716, 1.3373)
H (-2.4119, -3.7112, 0.5798)
C (2.5074, 0.0762, -1.9186)
C (-2.7433, -1.8252, 3.3727)
H (0.7685, 6.8234, -1.9367)
H (3.1352, -2.5903, -0.6606)
H (-5.1376, 0.7095, 1.5441)
C (-5.5496, 0.1143, 0.7298)
H (0.4612, -4.2094, 2.1715)
H (1.2985, -6.5140, 2.3978)
H (1.7365, -6.7865, -1.8515)
C (1.2161, -6.0652, 1.4168)
H (2.4151, -1.4811, -4.9336)
H (3.4857, -1.4926, 0.6853)
H (-3.4185, -1.6724, 4.2042)
C (3.9141, -0.0710, -4.3223)
C (-3.2702, 4.4081, -0.0757)
C (2.7552, -2.1908, 0.2832)
H (-3.8971, 3.9279, 0.6708)

Energy relative to the best compared isomer or geometry (same formula, charge and spin)   0.000 eV
E_LUMO (spin up / spin down)   -3.066 / -4.020 eV
Total charge   +1
HOMO level (spin up / spin down)   -10.3 / -10.2 eV
<S²>   0.756
Frontier orbital gap (spin up / spin down)   7.192 / 6.228 eV
E   -4350.33309 Ha
Multiplicity   2


Entry 3:
Below is C35H36N2O11P2Pd as an isolated structure, with properties calculated with ωB97M-V with the def2-TZVPD basis set.

CARTESIAN COORDINATES (ANGSTROEM)
H (-2.1415, 2.6147, 1.4970)
O (-0.9466, 0.2780, 0.8444)
C (2.8919, 1.6354, -0.2259)
C (1.7594, -0.6695, -0.0719)
H (-0.7384, 1.5394, 5.3466)
C (-0.5263, 0.1758, -1.4714)
H (3.8932, 3.5321, -0.2179)
H (-0.3871, -0.4641, -5.0701)
H (1.1878, 0.2816, 2.3283)
C (-4.9785, 0.7649, 0.0375)
H (-2.4287, 2.0944, -2.5190)
C (-3.6170, 0.6292, 0.2743)
O (1.6250, -0.0070, -2.4312)
C (-0.2292, -1.5669, 5.0052)
H (3.2618, 4.0512, 2.1237)
O (-0.3823, 0.9505, -2.6798)
H (-1.2699, -0.6081, -1.6723)
H (0.1313, -3.2282, 3.5778)
N (-1.0547, -0.4700, 4.8306)
H (6.1450, -3.6878, -1.2844)
C (1.7872, 1.0101, 1.7994)
C (0.8671, -0.5652, -1.3459)
H (0.5920, 1.8257, -4.9966)
H (-4.8414, 2.3139, -2.9639)
H (-0.4133, -1.4682, -3.6230)
O (0.4768, -4.8540, -0.8988)
H (1.6355, 2.2954, -3.6368)
C (-5.4294, 1.3751, -1.1224)
H (-0.7750, 0.3887, 6.6941)
H (1.0712, -1.3702, -4.5937)
O (-1.6917, -3.6819, -0.9318)
C (5.2884, -3.0602, -1.0637)
H (1.9159, -3.0965, -1.2167)
H (-2.2815, 0.8519, 5.8903)
H (1.8906, 2.4315, 3.4015)
C (-0.1152, 5.1283, 0.4765)
H (0.8114, 2.5964, -1.5658)
P (-3.1481, -2.9627, -0.5742)
C (-3.1445, 1.7181, -1.7997)
C (-0.7198, 2.4364, -0.0883)
C (-1.1709, 0.9746, -0.3074)
H (-3.2475, 0.1193, 1.1526)
H (6.4487, -1.4740, -0.2045)
H (-2.3054, 0.1260, 3.1996)
H (0.6526, -1.6139, -1.5849)
C (0.6878, 0.3904, -3.4038)
C (-0.3455, -2.3080, 3.8699)
H (2.1816, 1.0575, -4.7866)
H (3.8337, -4.4752, -1.7831)
H (4.5207, -0.0710, 0.3065)
C (-1.3822, 3.1351, 0.9262)
N (-1.2355, -1.6965, 3.0244)
C (3.0609, -1.4290, -0.4893)
H (-6.4921, 1.4685, -1.3167)
Pd (-0.8898, -1.8796, 0.8789)
C (-2.6863, 1.0945, -0.6400)
H (-1.6324, 4.9696, 1.9969)
C (1.3147, 1.4649, -4.2645)
C (2.9484, 3.1192, 1.6663)
H (-5.6891, 0.3730, 0.7562)
C (5.4557, -1.8241, -0.4654)
C (0.2666, 3.1096, -0.7896)
H (-4.3459, -4.4108, -1.5440)
C (0.2116, -0.8085, -4.2250)
O (1.1818, -1.4813, 0.8685)
O (-1.5388, -6.1004, -0.0429)
O (-0.5053, -4.0970, 1.3000)
C (-1.0913, 4.4561, 1.2091)
C (-1.2231, 0.6429, 5.7354)
H (1.3447, 4.9393, -1.0804)
C (4.3521, -1.0210, -0.1800)
O (-3.0879, -2.5062, 0.8593)
C (-1.6250, -0.5986, 3.6153)
C (2.1315, 0.7100, 0.4881)
C (3.3033, 2.8259, 0.3568)
O (-3.4148, -2.0507, -1.7094)
H (3.1732, 1.4096, -1.2465)
H (0.3582, -1.6927, 5.8975)
C (0.5643, 4.4431, -0.5138)
O (-4.1742, -4.2119, -0.6179)
H (0.2954, -5.4897, -1.5993)
P (-0.8698, -4.7810, 0.0114)
H (0.1092, 6.1693, 0.6809)
C (-4.5025, 1.8497, -2.0438)
C (2.1825, 2.2074, 2.3809)
C (2.9070, -2.6977, -1.0541)
C (3.9976, -3.4953, -1.3495)

Energy relative to the best compared isomer or geometry (same formula, charge and spin)   1.465 eV
E_LUMO (spin up / spin down)   4.162 / 4.162 eV
Total charge   -2
HOMO level (spin up / spin down)   -1.7 / -2.6 eV
<S²>   2.004
Frontier orbital gap (spin up / spin down)   5.894 / 6.720 eV
E   -3103.38935 Ha
Multiplicity   3